Computed, not measured: a structure of composition C5H8O4Rh, with ωB97M-V/def2-TZVPD.

Structure (XYZ):
```
18
Properties=species:S:1:pos:R:3:forces:R:3
H 0.513127 -1.314824 -2.638041 0.0 0.2 0.6
Rh 0.524293 -1.009761 0.468461 -2.1 -2.0 -1.2
O -0.410858 0.303631 -3.389555 0.4 -1.0 1.6
O -0.447649 -0.116203 -1.182219 -0.5 0.1 -0.1
C -1.877517 -0.153506 -0.917406 -1.7 0.4 -0.9
C -2.152252 -0.843638 0.412445 -1.2 0.5 -0.2
O -1.165873 -1.810074 0.593355 -0.8 -0.3 0.6
C -0.080585 -0.398199 -2.470466 -0.4 1.0 -3.1
H -2.254163 0.868775 -1.020666 0.0 -0.2 0.3
H -2.412074 -0.754031 -1.663699 0.7 0.2 -0.3
H -3.152353 -1.309558 0.326903 0.4 0.0 0.0
H -2.299352 -0.097608 1.215752 0.7 -0.4 0.2
C 2.519954 1.783038 1.503192 -0.1 1.4 -1.3
C 2.546397 0.501739 1.921176 0.3 -2.9 1.0
O 2.034625 -0.548368 1.313188 4.5 3.3 3.1
H 3.040694 2.549229 2.078759 -0.3 -0.2 -0.1
H 3.035525 0.280551 2.885024 -0.2 -0.1 -0.5
H 2.038062 2.068808 0.563798 0.2 0.0 0.3
```
Forces are in eV/Å.

Output
charge: +1
max |F|: 6.36 eV/A
expectation value of S²: 6.028
electronic energy: -16499.466 eV
frontier orbital gap (spin up / spin down): 0.37487 / 0.23967 Eh
highest occupied orbital energy (spin up / spin down): -0.4887 / -0.5232 Eh
spin multiplicity: 5
ΔE to the lowest compared entry with this formula, charge and spin: 0.350 eV